Record 1
{
  "formula": "C32H38N3O6PtS3",
  "method": "wB97M-V/def2-TZVPD",
  "elements": ["Pt", "O", "S", "C", "C", "C", "C", "S", "O", "C", "C", "C", "C", "C", "C", "C", "C", "C", "C", "C", "C", "H", "H", "H", "H", "H", "H", "H", "H", "H", "H", "H", "H", "H", "H", "H", "H", "H", "H", "C", "C", "N", "C", "C", "C", "O", "C", "C", "C", "C", "N", "C", "H", "H", "H", "H", "H", "H", "H", "H", "H", "H", "H", "H", "H", "H", "N", "C", "C", "C", "C", "C", "C", "S", "O", "O", "O", "H", "H", "H", "H", "H", "H"],
  "xyz": [[-0.620788, 1.250889, 0.426720], [1.393574, 1.612008, 0.446099], [2.461775, 1.362463, 1.526250], [2.698216, -0.411467, 1.710945], [2.765976, -1.100345, 0.346966], [1.441569, -1.614792, -0.208548], [0.727152, -2.562577, 0.764530], [-0.707101, -1.724789, 1.524689], [-0.312658, -0.234703, 1.830246], [-0.688383, -2.437051, 3.149007], [-0.457778, -1.641930, 4.261223], [-0.462997, -2.244613, 5.511845], [-0.700174, -3.606362, 5.629552], [-0.946073, -4.378357, 4.500892], [-0.949412, -3.799680, 3.241536], [1.719888, 1.800054, 3.082764], [0.904775, 2.924632, 3.094470], [0.352291, 3.344895, 4.294097], [0.634937, 2.661046, 5.468577], [1.475864, 1.557674, 5.447813], [2.025411, 1.118161, 4.252660], [1.924715, -0.815765, 2.359046], [3.663877, -0.481574, 2.217116], [3.422870, -1.964452, 0.467643], [3.259068, -0.455457, -0.385004], [1.649078, -2.148879, -1.136229], [0.720350, -0.828084, -0.443141], [1.369207, -2.944633, 1.557945], [0.247712, -3.406238, 0.248164], [-0.285269, -0.580692, 4.151187], [-0.288866, -1.644522, 6.395601], [-0.707305, -4.068118, 6.607846], [-1.152660, -5.435475, 4.596530], [-1.194040, -4.389050, 2.361549], [0.708228, 3.466331, 2.178338], [-0.287609, 4.216679, 4.313716], [0.208710, 2.996379, 6.404320], [1.706953, 1.031562, 6.364252], [2.675168, 0.253684, 4.252827], [0.338918, -0.336309, -4.291199], [-0.158001, 1.001964, -4.818975], [0.897052, 2.001434, -4.958233], [1.876152, 1.802991, -6.036212], [3.258652, 1.454785, -5.508375], [0.940828, 3.187893, -4.315388], [1.701224, 4.094130, -4.607754], [0.047135, 3.399137, -3.117189], [-0.647830, 4.593296, -2.976971], [-1.376394, 4.818055, -1.820575], [-1.375446, 3.858217, -0.827314], [-0.685575, 2.716143, -0.952999], [0.017023, 2.495573, -2.075517], [-0.491138, -1.039975, -4.213050], [0.804768, -0.237134, -3.307306], [1.077242, -0.774670, -4.962428], [-0.947571, 1.402201, -4.184132], [-0.609474, 0.857564, -5.803943], [1.920073, 2.717436, -6.627194], [1.490569, 1.007867, -6.674373], [3.637920, 2.259852, -4.880384], [3.951639, 1.319409, -6.338467], [3.238958, 0.531048, -4.928360], [-0.597345, 5.333899, -3.764271], [-1.933302, 5.732442, -1.676066], [-1.917198, 3.993756, 0.099119], [0.579997, 1.573015, -2.112259], [-2.647963, 0.946952, 0.164503], [-2.882658, -0.430499, -0.277491], [-2.132855, -0.899917, -1.347381], [-2.054808, -2.262112, -1.558390], [-2.706014, -3.136936, -0.696789], [-3.581121, -2.647715, 0.260087], [-3.670482, -1.276267, 0.478503], [-2.166278, -4.858420, -0.667212], [-2.447377, -5.236863, 0.709835], [-2.913372, -5.545260, -1.684768], [-0.736323, -4.696677, -0.937575], [-3.173904, 1.109713, 1.020383], [-2.996921, 1.611147, -0.524807], [-1.550442, -0.212769, -1.952381], [-1.405678, -2.670537, -2.322660], [-4.099234, -3.344688, 0.905339], [-4.269690, -0.890044, 1.296570]],
  "forces_ev_per_angstrom": [[0.0, 0.0, 0.3], [0.0, 0.0, 0.0], [0.0, 0.0, 0.0], [0.0, 0.0, 0.0], [0.1, 0.0, 0.0], [-0.4, -0.3, 0.2], [0.0, 0.1, 0.2], [0.1, 0.0, 0.0], [0.0, 0.1, -0.2], [0.0, 0.0, 0.0], [0.0, 0.0, 0.0], [0.0, 0.0, 0.0], [0.0, 0.0, 0.0], [0.0, 0.0, 0.0], [-0.1, 0.0, 0.0], [0.0, 0.0, 0.0], [0.0, 0.0, 0.0], [0.0, 0.0, 0.0], [0.0, 0.0, 0.0], [0.0, 0.0, 0.0], [0.0, 0.0, 0.0], [0.0, 0.0, 0.0], [0.0, 0.0, 0.0], [0.0, 0.0, 0.0], [0.0, 0.0, 0.0], [-0.1, 0.0, 0.0], [0.4, 0.2, -0.3], [0.0, 0.0, 0.0], [0.0, 0.0, 0.0], [0.0, 0.0, 0.0], [0.0, 0.0, 0.0], [0.0, 0.0, 0.0], [0.0, 0.0, 0.0], [0.0, 0.0, 0.0], [0.0, 0.0, 0.0], [0.0, 0.0, 0.0], [0.0, 0.0, 0.0], [0.0, 0.0, 0.0], [0.0, 0.0, 0.0], [0.0, 0.0, 0.0], [0.0, 0.0, 0.0], [0.0, 0.0, 0.0], [0.0, 0.0, 0.0], [0.0, 0.0, 0.0], [0.1, 0.0, 0.0], [0.0, 0.0, 0.0], [0.0, 0.0, 0.0], [0.0, 0.0, 0.0], [0.0, 0.0, 0.0], [0.0, 0.0, 0.0], [0.0, -0.1, -0.1], [0.0, 0.0, 0.0], [0.0, 0.0, 0.0], [0.0, 0.0, 0.0], [0.0, 0.0, 0.0], [0.0, 0.0, 0.0], [0.0, 0.0, 0.0], [0.0, 0.0, 0.0], [0.0, 0.0, 0.0], [0.0, 0.0, 0.0], [0.0, 0.0, 0.0], [0.0, 0.0, 0.0], [0.0, 0.0, 0.0], [0.0, 0.0, 0.0], [0.0, 0.0, 0.0], [0.0, 0.0, 0.0], [0.0, -0.1, 0.0], [0.0, 0.0, 0.0], [0.0, 0.0, 0.0], [0.0, 0.0, 0.0], [-0.1, 0.0, 0.0], [0.0, 0.0, 0.0], [0.0, 0.0, 0.0], [-0.1, 0.0, 0.1], [0.1, 0.0, 0.0], [0.0, 0.0, 0.0], [0.0, 0.0, 0.0], [0.0, 0.0, 0.0], [0.0, 0.0, 0.0], [0.0, 0.0, 0.0], [0.0, 0.0, 0.0], [0.0, 0.0, 0.0], [0.0, 0.0, 0.0]],
  "charge": 1,
  "homo_energy_ha": -0.3905
}

Record 2
{
  "formula": "C2H4N2S",
  "method": "wB97M-V/def2-TZVPD",
  "elements": ["C", "N", "N", "C", "S", "H", "H", "H", "H"],
  "xyz": [[1.539117, -0.450859, 0.889989], [0.384179, 0.256722, 0.997904], [-0.342505, 0.051558, -0.294227], [-1.531470, 0.494347, -0.658420], [-2.702545, 1.020477, 0.218479], [1.668349, -1.377314, 0.023992], [2.114627, -0.363794, 1.838101], [0.418816, 0.015795, -1.193013], [-1.548567, 0.353068, -1.822805]],
  "forces_ev_per_angstrom": [[-4.1, -0.2, 0.1], [2.8, -2.8, -3.4], [5.8, -0.4, -1.6], [1.0, -0.7, -3.5], [-2.4, 1.1, 1.6], [0.0, 3.1, 2.5], [0.0, -0.3, -1.2], [-2.8, -0.1, 3.4], [-0.4, 0.4, 1.9]],
  "smiles": "C=NNC=S",
  "homo_energy_ha": -0.3101
}

Record 3
{
  "formula": "C5H6O",
  "method": "wB97M-V/def2-TZVPD",
  "elements": ["C", "C", "C", "C", "O", "C", "H", "H", "H", "H", "H", "H"],
  "xyz": [[0.536154, -0.899360, 1.562055], [0.169693, -0.273660, 0.436175], [-1.101274, -0.415701, -0.296734], [-1.067226, 0.333101, -1.413201], [0.062019, 1.079454, -1.531228], [0.861395, 0.815964, -0.319700], [-0.031496, -1.627902, 2.051925], [1.494491, -0.725737, 2.023767], [-1.899035, -1.057535, 0.003170], [-1.858680, 0.464313, -2.164880], [1.865148, 0.536696, -0.627895], [0.968810, 1.770367, 0.276548]],
  "forces_ev_per_angstrom": [[1.1, 1.1, -1.0], [-1.2, -0.1, 0.3], [0.3, 0.0, -0.4], [-0.3, -0.1, 0.9], [0.4, -0.1, 0.5], [0.5, 1.1, 0.0], [-1.1, -0.9, 0.4], [0.2, 0.2, 0.0], [-0.3, -0.3, 0.0], [0.7, 0.0, 0.3], [0.0, 0.0, -0.2], [-0.4, -0.9, -0.7]],
  "smiles": "C=C1C=COC1",
  "homo_energy_ha": -0.2950
}

Record 4
{
  "formula": "C23H22N2O4",
  "method": "wB97M-V/def2-TZVPD",
  "elements": ["C", "O", "C", "C", "C", "C", "N", "C", "C", "C", "C", "C", "C", "C", "O", "N", "C", "C", "C", "C", "C", "C", "C", "C", "O", "C", "C", "O", "C", "H", "H", "H", "H", "H", "H", "H", "H", "H", "H", "H", "H", "H", "H", "H", "H", "H", "H", "H", "H", "H", "H"],
  "xyz": [[-0.412260, -3.203986, 1.687725], [0.891610, -2.737182, 1.436987], [1.096947, -1.885344, 0.382088], [0.061075, -1.454505, -0.435980], [0.286651, -0.585563, -1.502507], [-0.800319, -0.081876, -2.332608], [-2.045728, -0.142141, -2.144942], [-2.798159, -0.701592, -1.149024], [-3.334573, -1.982400, -1.337540], [-4.236698, -2.510873, -0.438637], [-4.657858, -1.768098, 0.654273], [-4.160097, -0.491758, 0.837570], [-3.222085, 0.044645, -0.034056], [-2.719285, 1.430580, 0.221877], [-3.457790, 2.379464, 0.366586], [-1.355297, 1.479342, 0.318923], [-0.519142, 2.585264, 0.483117], [0.843555, 2.345604, 0.657380], [1.723882, 3.399976, 0.801792], [1.258604, 4.704529, 0.778776], [-0.095118, 4.943033, 0.612302], [-0.986358, 3.895984, 0.464183], [1.585360, -0.141566, -1.755976], [2.628024, -0.543810, -0.943595], [3.919534, -0.148974, -1.086063], [4.227621, 0.776028, -2.100376], [2.403726, -1.428002, 0.140382], [3.529080, -1.721108, 0.832714], [3.527746, -2.631792, 1.908744], [-0.319367, -3.858266, 2.553061], [-1.100402, -2.386466, 1.926695], [-0.808329, -3.776621, 0.843362], [-0.938947, -1.814391, -0.262074], [-0.492840, 0.447980, -3.230859], [-3.019944, -2.548339, -2.202283], [-4.622846, -3.507030, -0.598102], [-5.374425, -2.177671, 1.349066], [-4.485357, 0.111970, 1.671795], [-0.864701, 0.595011, 0.267662], [1.209241, 1.327767, 0.678239], [2.777080, 3.199336, 0.935308], [1.947226, 5.528260, 0.892658], [-0.465532, 5.957320, 0.596254], [-2.039203, 4.082906, 0.336619], [1.753643, 0.534815, -2.577498], [3.678349, 1.714269, -1.969548], [5.295187, 0.966600, -2.005420], [4.021816, 0.368009, -3.095401], [3.191095, -3.623296, 1.599769], [4.567682, -2.684590, 2.230199], [2.907912, -2.281444, 2.736383]],
  "forces_ev_per_angstrom": [[-0.3, -0.1, 0.1], [0.5, 0.4, -0.4], [0.1, -0.1, 0.2], [-0.1, 0.0, -0.1], [0.6, -0.3, 0.5], [-0.3, 0.0, -0.1], [0.2, 0.6, -1.0], [-0.6, -0.4, 0.8], [0.2, 0.1, 0.0], [0.0, 0.0, 0.1], [-0.1, 0.0, 0.1], [0.1, 0.0, 0.0], [0.0, -0.2, -0.3], [0.3, -0.2, 0.1], [-0.2, 0.2, 0.0], [0.1, -0.3, 0.0], [0.1, 0.4, 0.0], [-0.1, 0.0, 0.0], [0.0, 0.0, 0.0], [0.1, 0.1, 0.0], [0.2, 0.0, 0.0], [-0.2, 0.0, 0.0], [-0.2, 0.0, 0.0], [0.1, -0.2, 0.3], [-0.3, -0.3, 0.3], [0.0, 0.2, -0.2], [0.2, 0.1, -0.1], [-0.3, 0.3, -0.4], [0.1, -0.4, 0.5], [-0.1, 0.0, -0.1], [0.0, 0.0, 0.0], [0.0, 0.0, 0.0], [0.0, -0.1, 0.1], [0.1, 0.1, -0.1], [0.0, 0.0, -0.1], [0.0, -0.1, 0.0], [-0.1, 0.0, 0.1], [-0.1, 0.1, 0.1], [-0.2, 0.1, 0.0], [0.0, -0.1, 0.0], [0.1, 0.0, 0.0], [0.1, 0.1, 0.0], [0.0, 0.1, 0.0], [0.0, 0.0, 0.0], [0.1, 0.1, -0.1], [0.0, 0.0, 0.0], [-0.1, 0.0, 0.0], [0.0, 0.0, 0.0], [0.0, 0.1, 0.0], [-0.1, 0.0, 0.0], [0.1, 0.0, -0.1]],
  "smiles": "COc1cc(/C=N\\c2ccccc2C(=O)Nc2ccccc2)cc(OC)c1OC",
  "homo_energy_ha": -0.3045
}

Record 5
{
  "formula": "C3H4N2O",
  "method": "wB97M-V/def2-TZVPD",
  "elements": ["N", "C", "C", "N", "C", "O", "H", "H", "H", "H"],
  "xyz": [[1.701645, 0.023805, -0.215788], [0.583771, 0.461486, -0.721240], [-0.323668, 1.051283, 0.250802], [-1.322124, 0.351412, 0.638765], [-1.513074, -0.878354, -0.008284], [-1.350322, -1.965635, 0.486845], [2.330132, -0.535941, -0.784398], [1.992065, 0.159671, 0.754357], [-0.191780, 2.069920, 0.632336], [-1.906645, -0.737644, -1.033395]],
  "forces_ev_per_angstrom": [[0.0, 0.0, -0.2], [0.3, 0.0, 0.3], [-0.2, -0.1, 0.0], [0.2, 0.1, -0.1], [-0.1, -0.3, 0.1], [-0.1, 0.4, -0.1], [-0.1, 0.3, 0.1], [-0.1, -0.2, -0.2], [0.0, -0.1, -0.1], [0.0, -0.1, 0.1]],
  "homo_energy_ha": -0.3331
}

Record 6
{
  "formula": "C2H2ClNO2",
  "method": "wB97M-V/def2-TZVPD",
  "elements": ["Cl", "C", "N", "O", "O", "C", "H", "H"],
  "xyz": [[1.852030, 1.553546, 0.026049], [0.853653, 0.237340, -0.049011], [1.198835, -0.953325, 0.014640], [0.133942, -1.820013, 0.011417], [-1.104253, -0.960020, -0.061358], [-0.699072, 0.336087, 0.020479], [-1.246709, 0.781336, 0.887288], [-0.988426, 0.825049, -0.849508]],
  "forces_ev_per_angstrom": [[0.8, 0.9, -0.1], [-2.8, -0.1, 1.4], [0.3, -2.2, -0.3], [0.6, 1.6, 0.1], [-0.1, -2.2, -0.2], [0.6, 0.5, 1.1], [1.3, 0.2, -0.2], [-0.8, 1.3, -1.7]],
  "smiles": "ClC1=NOOC1",
  "homo_energy_ha": -0.3557
}

Record 7
{
  "formula": "C2H12N2O2",
  "method": "wB97M-V/def2-TZVPD",
  "elements": ["C", "N", "C", "N", "H", "H", "H", "H", "H", "H", "H", "H", "O", "H", "H", "O", "H", "H"],
  "xyz": [[1.390003, 1.722291, 0.343252], [1.107106, 0.780389, -0.728907], [-0.295154, 0.468531, -0.916184], [-0.928070, -0.397755, 0.093842], [2.032067, 2.538572, 0.018542], [0.484985, 2.241512, 0.682338], [1.833004, 1.268296, 1.234512], [1.621698, -0.068334, -0.547568], [-0.381576, -0.025296, -1.876708], [-0.828872, 1.416385, -0.931118], [-0.786493, -1.365938, -0.156553], [-0.477688, -0.248351, 0.988488], [-3.803970, -0.609183, 0.510666], [-2.925164, -0.294396, 0.210205], [-4.193909, 0.141830, 0.967586], [1.843195, -2.267642, -0.168474], [1.694561, -3.216088, -0.109562], [2.614284, -2.084828, 0.385641]],
  "forces_ev_per_angstrom": [[-0.3, 0.6, 0.3], [0.1, 0.1, 0.3], [0.3, -0.1, 0.3], [0.0, 0.3, -0.3], [0.3, -0.1, -0.1], [-0.1, -0.3, -0.1], [0.1, 0.0, 0.0], [-0.1, -0.2, -0.3], [-0.3, 0.0, -0.2], [-0.1, 0.1, -0.2], [0.1, -0.1, 0.1], [-0.1, 0.0, 0.1], [0.1, 0.3, -0.1], [-0.1, -0.3, 0.3], [0.0, 0.0, 0.0], [0.2, 0.1, 0.1], [0.1, 0.0, 0.0], [-0.2, -0.2, -0.1]],
  "smiles": "CNCN.O.O",
  "homo_energy_ha": -0.3184
}

Record 8
{
  "formula": "C4H7F2NO2",
  "method": "wB97M-V/def2-TZVPD",
  "elements": ["C", "C", "C", "C", "N", "O", "O", "F", "F", "H", "H", "H", "H", "H", "H", "H"],
  "xyz": [[0.416763, 1.367145, 1.158622], [1.537102, 0.801916, 0.352392], [-0.386790, -0.059612, -0.337230], [-1.432555, -0.408715, -1.479182], [0.251020, -1.837146, 0.589132], [-0.735524, 0.720558, 0.676830], [0.794797, 0.383121, -0.858139], [-2.459799, 0.467002, -1.231464], [-2.106534, -1.599375, -1.397151], [0.486527, 1.359006, 2.199607], [0.231730, 2.489828, 1.155366], [2.315211, 1.454922, -0.002260], [1.928181, -0.153719, 0.916244], [-1.010240, -0.349389, -2.484945], [-0.558772, -2.335717, 0.891022], [0.728884, -2.299825, -0.148846]],
  "forces_ev_per_angstrom": [[-0.4, 3.3, -0.2], [0.3, -2.3, 0.0], [1.8, -3.6, 0.0], [-1.4, 0.2, 2.0], [-0.5, 4.0, -0.5], [-1.5, -0.5, 0.1], [0.2, -0.4, 0.9], [0.5, 0.6, -0.9], [1.4, 0.0, 0.2], [0.3, -1.6, 1.8], [0.3, -0.9, -1.4], [0.2, 0.3, 0.2], [-0.6, 1.8, -1.5], [0.1, 0.4, 0.2], [-0.7, -0.5, -0.2], [0.1, -0.7, -0.9]],
  "homo_energy_ha": -0.3209
}

The following relative energy (zero: lowest compared OMol25 entry of this formula, charge and spin) values (in kJ/mol) correspond, in order, to the records above: 12.5; 313.1; 111.6; 299.7; 297.0; 438.7; 67.5; 328.1.
The following electronic energy values (in eV) correspond, in order, to the records above: -86302.167; -15950.637; -7328.127; -35377.114; -8200.807; -20209.066; -9343.503; -15278.196.